The following is a DFT calculation (ωB97M-V/def2-TZVPD) of a structure of composition C41H40BKN14O.

XYZ file:
```
98
Properties=species:S:1:pos:R:3:forces:R:3
K -0.41496 0.57929 0.74058 -0.15 0.14 -0.20
C -4.08178 2.21688 3.20481 0.04 -0.02 0.00
C -3.57172 1.07818 2.55121 -0.05 0.01 -0.01
N -2.37856 0.58981 2.77546 0.03 0.05 0.05
C -1.56670 1.19960 3.67771 -0.03 -0.06 0.06
C -1.98457 2.35740 4.38245 -0.01 0.03 0.04
C -3.28285 2.84757 4.11351 0.00 -0.02 -0.02
C -1.12292 2.98974 5.30682 -0.01 0.00 -0.02
C 0.12855 2.46143 5.49409 0.01 -0.03 0.03
C 0.56388 1.31194 4.82995 0.03 -0.03 -0.03
C -0.23499 0.63195 3.89621 -0.05 -0.05 0.03
N 0.12208 -0.40181 3.11722 0.07 -0.01 0.29
C 1.16854 -1.21759 3.37008 0.00 -0.04 -0.07
C 1.66357 -1.58168 4.62590 -0.03 0.00 -0.01
C 2.69075 -2.52527 4.78151 0.00 0.02 0.02
C 3.28509 -3.13591 3.71096 -0.02 0.00 -0.01
C 2.83121 -2.80908 2.40708 0.04 -0.04 0.02
C 3.40014 -3.38582 1.24739 -0.02 0.01 -0.01
C 2.94060 -3.03313 0.01294 -0.02 0.03 0.03
C 1.89581 -2.08791 -0.06830 0.03 -0.01 -0.04
N 1.35008 -1.53570 0.98457 0.00 -0.05 0.05
C 1.78897 -1.87277 2.22409 0.01 0.01 -0.03
H -5.07520 2.57805 2.97056 0.00 0.01 0.00
H -4.17474 0.56207 1.80811 0.01 0.00 0.00
H -3.62104 3.73759 4.63378 0.00 0.00 0.00
H -1.45004 3.88657 5.81930 0.01 -0.01 0.00
H 0.81885 2.95029 6.17457 -0.01 0.01 0.00
H 1.57675 0.97096 4.99059 0.01 -0.01 0.00
H 1.21303 -1.15130 5.50984 0.00 0.02 0.00
H 3.01801 -2.76985 5.78760 0.00 -0.01 0.00
H 4.08592 -3.85592 3.83522 0.00 0.00 0.00
H 4.20573 -4.10413 1.36377 0.00 0.00 0.00
H 3.35699 -3.45017 -0.89534 0.01 0.00 0.00
H 1.52594 -1.77675 -1.04234 -0.02 0.00 0.02
C -2.06816 -3.18950 1.27964 0.02 0.00 0.02
C -1.66141 -2.95608 -0.14011 -0.03 0.03 0.00
C -1.29707 -3.87031 -1.14808 -0.01 -0.01 -0.02
C -0.94263 -3.08976 -2.23453 -0.05 -0.01 0.00
C -0.51961 -3.53540 -3.59652 0.01 0.00 -0.01
N -1.09916 -1.79985 -1.86819 -0.05 -0.01 0.06
N -1.55153 -1.72018 -0.59266 0.14 0.09 0.05
B -0.82972 -0.42922 -2.53670 0.03 -0.03 0.05
N -2.15908 0.29063 -2.87186 -0.02 0.04 -0.07
N -2.03935 1.62514 -3.08250 -0.02 -0.01 -0.03
C -3.23307 2.06240 -3.44223 0.00 -0.01 0.03
C -3.44805 3.51425 -3.72364 -0.01 0.03 0.00
C -4.15768 1.00205 -3.46508 -0.03 0.02 0.03
C -3.43340 -0.11435 -3.09152 0.06 0.00 -0.03
C -3.93914 -1.52075 -2.99862 -0.01 -0.02 0.02
N 0.06958 -0.60101 -3.78820 0.01 -0.14 -0.01
N 1.36062 -0.91735 -3.51791 0.00 0.04 -0.02
C 1.95928 -1.10198 -4.68221 -0.03 -0.02 -0.01
C 3.40884 -1.46212 -4.73731 0.04 0.00 -0.01
C 1.04931 -0.90875 -5.73705 0.00 0.08 0.02
C -0.14665 -0.58284 -5.12137 0.03 0.01 -0.03
C -1.45002 -0.27737 -5.79089 0.01 -0.06 -0.01
H -3.07890 -3.60032 1.35521 0.00 0.00 -0.02
H -1.38567 -3.88687 1.76989 0.00 0.00 -0.01
H -2.02969 -2.24509 1.82576 0.00 -0.01 0.00
H -1.26761 -4.94759 -1.09339 0.00 0.01 0.00
H -0.52982 -4.62537 -3.63410 0.00 0.00 0.01
H -1.19850 -3.16330 -4.36770 0.00 0.00 0.01
H 0.48130 -3.18427 -3.84845 0.00 0.00 0.01
H -0.21713 0.24327 -1.74490 -0.04 0.02 -0.21
H -2.50799 4.04794 -3.59015 -0.01 -0.01 0.00
H -3.80297 3.68216 -4.74381 0.00 -0.02 0.00
H -4.18533 3.94606 -3.04286 0.00 0.00 0.00
H -5.21185 1.04044 -3.69433 0.00 -0.01 0.01
H -4.92644 -1.52779 -2.53316 -0.02 0.04 -0.04
H -4.04330 -1.95811 -3.99606 0.03 -0.02 0.00
H -3.29546 -2.16522 -2.41042 0.01 0.00 0.03
H 3.84683 -1.36612 -3.74423 -0.01 -0.01 0.00
H 3.55608 -2.48976 -5.08054 -0.01 0.00 0.00
H 3.95631 -0.80706 -5.41856 -0.01 0.00 0.01
H 1.23674 -0.95051 -6.79906 0.00 -0.01 0.00
H -2.05251 -1.18273 -5.91801 -0.02 0.02 0.05
H -2.04465 0.44937 -5.24652 0.02 0.05 0.02
H -1.25047 0.12617 -6.78491 0.01 -0.05 -0.02
N 6.15195 3.93711 -1.19501 0.02 -0.03 -0.01
C 6.49058 2.86764 -0.44670 0.00 -0.02 0.04
O 7.64879 2.51146 -0.26278 0.02 0.00 -0.02
C 5.33341 2.13458 0.17086 -0.01 0.02 -0.01
C 4.07502 2.11129 -0.41062 0.00 0.10 0.09
C 3.04075 1.49902 0.28131 -0.02 -0.04 -0.01
N 3.18730 0.92221 1.46878 0.01 -0.03 -0.03
C 4.41060 0.90304 1.99275 0.00 0.02 0.02
C 5.51098 1.48879 1.38675 0.00 -0.03 0.01
H 6.92037 4.48025 -1.55039 -0.03 0.02 0.00
H 5.22452 4.37077 -1.15222 0.05 0.04 -0.01
H 3.87868 2.59355 -1.35705 -0.01 -0.02 -0.03
H 2.04442 1.49955 -0.14387 0.02 0.00 -0.03
H 4.50626 0.40303 2.95257 0.00 0.00 -0.01
H 6.48924 1.46566 1.84783 0.00 0.01 0.00
N 0.12352 3.38134 0.78610 0.11 -0.03 -0.02
C 0.80844 4.29276 0.55836 -0.06 0.32 -0.03
N 1.49371 5.40567 0.34956 0.13 -0.47 -0.13
C 2.58393 5.30374 -0.37039 -0.10 0.14 0.10
N 3.56647 5.32173 -0.99952 -0.07 -0.01 0.04
```
Positions in Å, forces in eV/Å.

Output
- Relative energy (zero: lowest compared OMol25 entry of this formula, charge and spin): 62.48 kJ/mol
- Charge: -2
- E_LUMO: 0.148 hartree
- HOMO: -1.59 eV
- E_tot: -3053.2820 hartree

Listed below, in e, are the Mulliken charges computed for each atom: K 1.151; C -0.743; C -0.344; N -0.217; C -0.105; C 1.260; C -0.699; C -1.068; C -0.768; C -0.513; C 0.440; N 0.067; C -0.289; C -0.602; C -0.852; C -0.968; C 1.235; C -1.072; C -0.940; C -0.596; N 1.259; C -0.333; H 0.363; H 0.431; H 0.364; H 0.306; H 0.330; H 0.477; H 0.601; H 0.353; H 0.362; H 0.329; H 0.534; H 0.544; C -1.165; C 0.610; C -1.681; C 0.946; C -1.125; N 0.488; N -0.542; B 1.008; N 0.491; N -1.138; C 0.692; C -1.445; C -1.332; C 0.885; C -1.053; N 1.058; N -0.907; C 0.557; C -1.514; C -1.421; C 1.061; C -1.072; H 0.349; H 0.301; H 0.056; H 0.410; H 0.480; H 0.127; H 0.088; H -0.464; H 0.357; H 0.273; H 0.295; H 0.413; H 0.400; H 0.115; H 0.222; H 0.328; H 0.258; H 0.354; H 0.450; H 0.102; H 0.153; H 0.432; N -0.248; C 0.009; O -0.684; C 0.928; C -1.207; C -0.642; N 0.247; C -0.325; C -0.868; H 0.215; H 0.324; H 0.742; H 0.745; H 0.361; H 0.454; N -0.717; C 0.477; N -0.817; C 0.621; N -0.810